Record 1
{
  "formula": "C4H13N3O",
  "method": "ωB97M-V with the def2-TZVPD basis set",
  "smiles": "CCCN(N)N(C)O",
  "relative_energy_kcal_mol": 197.8,
  "homo_lumo_gap_ev": 7.55,
  "charge": 0,
  "e_homo_ev": -7.10,
  "spin_multiplicity": 1,
  "elements": ["C", "C", "C", "N", "N", "N", "C", "O", "H", "H", "H", "H", "H", "H", "H", "H", "H", "H", "H", "H", "H"],
  "xyz": [[-0.012, 2.322, 1.181], [-0.373, 1.204, 0.225], [1.198, 0.183, 0.200], [1.140, -0.955, -0.595], [1.497, -0.745, -1.922], [-0.558, -1.434, -0.458], [-0.935, -1.951, 0.843], [-1.744, -1.344, -1.230], [0.135, 1.941, 2.196], [0.908, 2.831, 0.883], [-0.816, 3.067, 1.219], [-1.320, 0.763, 0.521], [-0.452, 1.540, -0.808], [1.336, -0.052, 1.254], [1.888, 0.956, -0.146], [0.784, -0.933, -2.618], [1.835, 0.182, -2.180], [-1.741, -1.366, 1.300], [-0.092, -1.933, 1.534], [-1.281, -2.984, 0.734], [-1.397, -1.293, -2.134]],
  "forces_ev_per_angstrom": [[-0.1863, 0.3456, -0.1037], [3.2637, -0.5813, -0.0031], [-3.5087, 3.6142, 1.2110], [-3.6502, -1.6846, -0.2411], [0.3436, 0.2958, -1.5062], [2.3704, -1.9481, 1.2049], [0.4699, 0.1293, -0.5689], [0.8725, 1.5185, -1.0545], [-0.0427, 0.0138, -0.0848], [-0.0875, 0.0376, 0.0395], [0.1522, -0.0134, 0.0767], [0.4486, -0.8090, -0.0150], [-0.0499, 0.0641, -0.0011], [0.2241, -0.0793, -0.1446], [0.2782, -0.3120, 0.0120], [-0.0823, -0.6609, 0.4422], [-0.3059, 0.2579, 0.8067], [-0.0735, 0.1298, -0.0104], [0.0906, -0.0239, -0.2266], [-0.0207, -0.0030, 0.1663], [-0.5062, -0.2911, 0.0005]],
  "nbo_charge": [-0.63, -0.35, -0.25, -0.07, -0.66, -0.18, -0.44, -0.56, 0.20, 0.20, 0.21, 0.21, 0.19, 0.20, 0.20, 0.36, 0.34, 0.17, 0.21, 0.19, 0.46]
}

---

Record 2
{
  "formula": "C2H2FIrO",
  "method": "ωB97M-V with the def2-TZVPD basis set",
  "s2": 6.01,
  "relative_energy_kcal_mol": 46.3,
  "homo_lumo_gap_ev": [7.57, 8.19],
  "charge": 2,
  "e_homo_ev": [-21.06, -23.69],
  "spin_multiplicity": 5,
  "elements": ["C", "C", "F", "O", "H", "H", "Ir"],
  "xyz": [[-0.628, -0.452, 0.027], [0.490, 0.290, 0.492], [-0.749, -1.761, 0.345], [0.227, -0.226, -1.085], [1.174, -0.220, 1.173], [0.809, 1.333, 0.433], [-1.323, 1.037, -1.385]],
  "forces_ev_per_angstrom": [[-0.6067, -2.9506, 0.3289], [1.3797, 0.4116, 1.1019], [-0.5926, 3.4729, -0.6587], [2.1032, -0.8712, 0.2584], [0.4481, -0.7650, -0.5701], [-0.8969, 0.2903, 0.0139], [-1.8349, 0.4121, -0.4743]],
  "nbo_charge": [0.44, -0.06, -0.18, -0.43, 0.33, 0.29, 1.60]
}

---

Record 3
{
  "formula": "C17H22Cl2O4Ti",
  "method": "ωB97M-V with the def2-TZVPD basis set",
  "homo_lumo_gap_ev": 2.78,
  "charge": -2,
  "e_homo_ev": 1.24,
  "spin_multiplicity": 1,
  "elements": ["C", "C", "C", "C", "C", "C", "C", "C", "C", "C", "Ti", "Cl", "Cl", "O", "H", "H", "H", "H", "H", "H", "H", "H", "H", "H", "H", "H", "H", "H", "H", "H", "O", "H", "O", "C", "O", "C", "C", "C", "C", "C", "C", "H", "H", "H", "H", "H"],
  "xyz": [[-2.701, -1.314, -1.828], [-2.050, -0.607, -2.880], [-2.070, 0.777, -2.562], [-1.414, -1.213, -4.057], [-2.779, 0.926, -1.341], [-3.118, -0.366, -0.850], [-3.934, -0.646, 0.350], [-2.988, -2.757, -1.847], [-1.434, 1.848, -3.352], [-3.016, 2.199, -0.638], [-0.035, -0.770, 2.050], [1.060, -0.427, -1.715], [-0.831, -2.564, 1.028], [-0.882, 0.720, 1.334], [-1.035, -2.211, -3.806], [-0.561, -0.606, -4.380], [-2.123, -1.300, -4.893], [-0.438, 1.521, -3.691], [-1.375, 2.793, -2.794], [-2.005, 2.002, -4.280], [-2.253, 2.956, -0.854], [-3.087, 2.079, 0.448], [-3.968, 2.620, -0.977], [-3.832, 0.176, 1.072], [-3.486, -1.519, 0.839], [-4.987, -0.900, 0.113], [-2.072, -3.266, -2.166], [-3.806, -3.031, -2.535], [-3.196, -3.108, -0.834], [-0.298, 1.433, 0.920], [-0.637, -0.964, 3.659], [-1.066, -1.768, 3.965], [1.812, 1.519, 1.692], [2.463, 0.454, 1.936], [1.869, -0.728, 1.962], [3.920, 0.476, 2.297], [4.591, -0.644, 2.816], [5.923, -0.625, 3.226], [6.599, 0.590, 3.119], [5.949, 1.767, 2.708], [4.609, 1.689, 2.307], [4.044, -1.570, 2.799], [6.416, -1.558, 3.564], [7.618, 0.635, 3.493], [6.510, 2.704, 2.609], [4.095, 2.578, 1.974]],
  "forces_ev_per_angstrom": [[0.0360, 1.7193, -0.3115], [-0.8111, 0.6455, 1.4299], [-0.9541, -1.0971, 0.8283], [0.2816, -0.1650, -0.3132], [0.9142, -1.1442, -0.2380], [0.0910, 0.5033, -1.6477], [0.3954, -0.4308, 0.3185], [0.4499, -0.3119, 0.1208], [0.1854, -0.1191, -0.6330], [-0.3569, 0.4822, 0.0999], [-0.8007, 2.3802, -4.9127], [0.5645, -0.0099, 0.4520], [0.2253, 0.0000, 0.3038], [1.8850, -0.6773, 0.9463], [0.0509, 0.0285, -0.2118], [-0.0067, -0.1533, -0.0624], [0.0930, -0.1501, -0.2560], [0.0204, 0.3139, 0.3157], [0.1382, -0.1450, -0.2425], [-0.0207, 0.4395, -0.0838], [0.0598, -0.0277, 0.0953], [0.0947, 0.0315, -0.0208], [-0.2746, 0.4369, 0.1362], [-0.4564, -0.1093, -0.1025], [-0.3088, -0.1725, 0.2610], [0.0889, 0.2852, 0.3559], [-0.1046, -0.3992, -0.1358], [0.0321, -0.1708, 0.1895], [-0.2774, -0.2230, 0.0003], [-0.9077, -1.5786, 0.4005], [-0.5487, -0.2974, 2.3500], [-0.0414, 0.0219, 0.0351], [2.4832, -2.8402, 0.9798], [-2.4091, 2.2456, -0.8341], [0.6583, 0.6046, 0.5672], [0.8103, 0.1514, 0.9273], [-0.4584, -0.3321, -0.6973], [-0.3265, 0.2639, -0.4179], [0.1032, 0.3418, 0.7299], [-0.0935, -0.8707, -0.3634], [0.3603, 0.2090, -0.1807], [-0.1255, -0.2514, 0.1596], [-0.3424, 0.8234, -0.1911], [0.0434, 0.1027, -0.2927], [-0.3275, -0.3783, 0.2233], [-0.1120, 0.0242, -0.0772]],
  "nbo_charge": [-0.15, -0.11, -0.11, -0.62, -0.15, -0.08, -0.64, -0.62, -0.62, -0.62, 1.72, -0.97, -0.35, -0.88, 0.19, 0.21, 0.15, 0.21, 0.18, 0.16, 0.18, 0.19, 0.16, 0.19, 0.18, 0.16, 0.19, 0.16, 0.19, 0.53, -0.92, 0.50, -0.63, 0.78, -0.73, -0.15, -0.15, -0.24, -0.21, -0.24, -0.14, 0.23, 0.21, 0.19, 0.21, 0.24]
}